Computed, not measured: a molecular structure, C56H57BrMoNP2SbTe at a distorted geometry, with ωB97M-V/def2-TZVPD.

Kohn-Sham gap (alpha / beta) (eV): 6.94 / 6.79
Multiplicity: 3
ΔE to the lowest compared entry with this formula, charge and spin (kJ/mol): 0.0

```
120
Properties=species:S:1:pos:R:3:forces:R:3
Mo 0.02589 -0.09633 0.02991 -1.811 0.925 0.364
Te 2.88844 -1.47890 3.66643 0.080 -0.335 -0.461
C 4.10003 -3.20827 3.69984 0.007 0.093 0.149
C 4.43860 -3.80764 4.90913 0.004 -0.004 0.050
C 5.24140 -4.94041 4.89406 0.043 -0.049 -0.206
N 5.71393 -5.50060 3.77620 -0.149 0.216 -0.060
C 5.37707 -4.91242 2.62208 0.040 -0.104 0.260
C 4.58149 -3.77830 2.53215 0.043 -0.113 -0.089
C 2.28459 -1.66932 1.63584 -0.664 0.897 0.677
P 0.53700 -2.11583 1.40471 0.853 -1.069 0.033
C 0.44359 -3.67874 0.40490 -0.116 -0.013 0.145
C 1.55342 -4.42833 0.04057 0.088 -0.041 -0.031
C 1.39860 -5.63258 -0.64339 0.062 0.064 0.038
C 0.13205 -6.10103 -0.95540 -0.031 0.019 -0.012
C -0.98889 -5.36447 -0.58357 0.027 0.081 0.054
C -0.83038 -4.16095 0.08765 0.143 -0.011 -0.056
C -0.13681 -2.86790 2.93336 -0.191 0.250 -0.095
C 0.50663 -3.98531 3.47088 -0.080 -0.023 0.081
C 0.00354 -4.59373 4.60863 0.008 0.008 -0.029
C -1.15685 -4.10563 5.20907 0.081 -0.057 -0.015
C -1.80168 -3.00448 4.67364 0.004 0.072 -0.068
C -1.28724 -2.38430 3.53591 0.011 -0.013 0.044
P 2.36421 -0.08409 0.74348 0.897 -0.904 -0.012
C 3.72326 0.90194 1.43806 -0.184 0.128 -0.003
C 3.53789 2.15322 2.00826 0.032 0.064 0.017
C 4.60970 2.81591 2.60175 -0.059 0.006 -0.010
C 5.86428 2.22969 2.61615 -0.004 -0.047 -0.010
C 6.05690 0.98053 2.03093 0.000 -0.003 -0.016
C 4.99181 0.31778 1.44679 0.046 0.069 0.021
C 3.04034 -0.46922 -0.93631 -0.106 0.104 -0.057
C 2.49741 -1.55699 -1.61916 0.154 0.076 -0.011
C 2.86580 -1.84884 -2.92628 -0.092 0.018 -0.031
C 3.77839 -1.03811 -3.57937 0.016 0.056 -0.058
C 4.30887 0.06717 -2.92299 -0.037 0.077 0.049
C 3.93711 0.35650 -1.61685 -0.022 0.007 0.005
H 4.07602 -3.40975 5.85389 0.058 -0.073 -0.097
H 5.51454 -5.43082 5.82568 -0.022 0.054 -0.078
H 5.76929 -5.37709 1.72092 -0.028 0.027 0.053
H 4.32453 -3.34830 1.56835 0.049 -0.014 0.072
H 2.54425 -4.06418 0.29605 -0.066 -0.008 -0.003
H 2.27338 -6.21035 -0.92207 -0.046 0.051 0.020
H 0.01631 -7.03824 -1.48723 -0.008 0.031 0.044
H -1.98335 -5.73631 -0.80441 0.056 0.047 -0.020
H -1.70163 -3.58690 0.38559 -0.058 -0.042 0.025
H 1.40276 -4.37446 3.00033 -0.016 -0.010 0.010
H 0.51729 -5.45235 5.02920 -0.064 0.069 -0.043
H -1.55600 -4.59344 6.09126 0.033 0.034 -0.043
H -2.70786 -2.62612 5.13245 0.041 -0.003 -0.019
H -1.78212 -1.51905 3.11314 -0.018 -0.136 -0.053
H 2.55843 2.61427 2.00238 0.117 -0.038 0.008
H 4.45775 3.78780 3.05799 0.001 -0.059 -0.048
H 6.69509 2.74204 3.08641 -0.020 -0.022 -0.030
H 7.03770 0.51913 2.04110 -0.055 0.027 0.005
H 5.13294 -0.66155 1.00333 0.017 0.015 0.027
H 1.80559 -2.21346 -1.12071 -0.163 -0.190 0.124
H 2.43335 -2.70582 -3.43170 0.020 0.040 0.056
H 4.06987 -1.25972 -4.59972 -0.001 0.024 0.055
H 5.00834 0.71844 -3.43571 -0.018 -0.056 0.038
H 4.35260 1.22501 -1.11885 -0.006 -0.016 -0.051
Br -1.69057 -1.23276 -1.72373 0.179 -0.163 -0.050
C -0.80207 -0.45963 -3.24162 -0.008 0.034 -0.013
C -1.02024 -1.02424 -4.45788 -0.041 0.011 -0.052
C -0.42774 -0.42118 -5.59162 -0.039 -0.041 -0.043
C 0.29832 0.72513 -5.45294 0.031 0.082 -0.010
C 0.50840 1.31623 -4.17955 0.028 -0.039 0.032
C 1.23508 2.52217 -4.03415 0.019 -0.047 -0.132
C 1.44027 3.04813 -2.79304 -0.036 -0.011 0.122
C 0.97591 2.36982 -1.64289 -0.031 0.003 -0.017
C 0.26830 1.18442 -1.69570 0.267 0.213 -0.436
C -0.00618 0.68843 -3.01178 0.003 0.011 0.043
H -1.64269 -1.90444 -4.55406 0.023 0.029 -0.032
H -0.57521 -0.86795 -6.56833 0.003 0.035 0.075
H 0.73384 1.20784 -6.32326 -0.052 -0.042 0.071
H 1.62756 3.00993 -4.92212 -0.052 -0.042 0.079
H 1.98981 3.97581 -2.67995 -0.014 -0.020 0.004
H 1.20775 2.80682 -0.67484 0.035 -0.011 -0.017
C -5.55434 4.02597 -0.70278 -0.131 -0.097 -0.181
C -5.82872 2.85680 -1.66283 0.065 0.164 0.154
Sb -4.11945 1.53380 -1.74450 -0.181 0.023 -0.105
C -4.86674 0.16799 -3.27832 -0.145 0.142 0.029
C -6.29276 0.43389 -3.77266 0.135 -0.081 0.000
C -2.94111 2.68208 -3.15536 -0.065 0.138 0.074
C -3.75199 3.54723 -4.12089 0.123 -0.072 0.042
H -6.43339 4.67123 -0.59185 0.077 -0.069 -0.022
H -4.72915 4.65012 -1.05936 -0.147 -0.104 0.014
H -5.27495 3.67283 0.29452 0.012 0.021 -0.070
H -6.08045 3.22022 -2.66188 0.016 -0.050 0.083
H -6.67020 2.25286 -1.31200 0.028 0.061 -0.009
H -4.79451 -0.83889 -2.86248 0.012 -0.005 -0.041
H -4.14968 0.23055 -4.10250 -0.029 -0.025 0.014
H -7.02281 0.31597 -2.96781 0.040 0.027 -0.042
H -6.56906 -0.26420 -4.56961 0.003 0.035 0.056
H -6.40454 1.44482 -4.16967 0.008 -0.047 0.017
H -2.34599 1.94058 -3.69462 -0.020 0.034 -0.001
H -2.24055 3.28890 -2.57432 -0.008 -0.072 -0.130
H -4.51257 2.96345 -4.64863 0.049 0.032 0.038
H -3.10382 3.99911 -4.87802 -0.031 -0.004 0.027
H -4.26033 4.36092 -3.59688 0.006 -0.063 -0.037
C 0.02959 2.11190 2.75741 -0.091 -0.083 -0.114
C -1.37385 1.82342 2.20212 0.023 0.034 -0.126
C -2.25530 1.26507 3.32892 -0.037 -0.062 -0.041
C -1.34143 0.77420 1.09158 1.023 -0.110 0.044
C -1.94895 3.14848 1.66553 -0.100 -0.063 0.008
C -1.74020 3.53581 0.34085 -0.005 0.071 0.038
C -2.19045 4.76293 -0.13076 0.086 0.029 0.111
C -2.88068 5.62736 0.70959 0.105 -0.052 0.052
C -3.11183 5.24754 2.02405 0.039 0.000 -0.051
C -2.64547 4.02536 2.49658 0.014 0.035 0.012
H 0.51804 1.18008 3.05857 0.007 0.009 0.038
H -0.01491 2.78186 3.62253 -0.028 -0.034 -0.123
H 0.63413 2.58353 1.98163 -0.054 0.006 0.030
H -1.89516 0.28091 3.62734 0.021 0.160 0.055
H -3.29234 1.17057 2.99739 0.026 -0.010 0.037
H -2.22611 1.90564 4.21109 -0.011 -0.012 0.002
H -2.36015 0.49520 0.79409 -0.041 0.004 -0.207
H -1.21643 2.86718 -0.32961 -0.004 -0.017 -0.008
H -1.99772 5.04375 -1.16216 -0.030 -0.020 0.080
H -3.23794 6.58243 0.34231 0.003 -0.042 0.019
H -3.65700 5.90454 2.69169 0.028 -0.014 -0.017
H -2.82875 3.77266 3.53448 -0.005 -0.012 -0.085
```
Forces are in eV/Å.

***

Computed, not measured: a molecular structure, C56H57N6OP3S2Zr at a distorted geometry, with ωB97M-V/def2-TZVPD.

Net charge: +4
Kohn-Sham gap (eV): 4.67
Multiplicity: 1
ΔE to the lowest compared entry with this formula, charge and spin (kJ/mol): 123.6

```
126
Properties=species:S:1:pos:R:3:forces:R:3
Zr -0.07454 0.15211 0.04531 -0.162 0.167 0.338
S -1.79405 7.88740 -0.14867 -0.053 0.070 -0.018
N -0.42627 7.10366 0.13010 0.289 0.124 0.062
C -0.70574 5.81204 0.11164 -0.734 -0.024 -0.144
C 0.21615 4.73957 0.34519 0.224 -0.397 0.068
C 1.53944 4.96753 0.74144 -0.127 -0.039 -0.058
C 2.32926 3.88370 1.04282 0.015 0.039 0.058
C 1.81155 2.61180 0.85798 -0.073 -0.023 0.020
N 0.57077 2.35323 0.43304 0.114 0.021 0.021
C -0.25174 3.41755 0.23265 0.122 0.330 0.015
C -1.64901 3.14262 -0.01952 -0.260 0.139 -0.030
N -2.03208 1.83518 -0.04630 0.286 -0.138 0.251
C -3.32969 1.60035 -0.22308 0.009 -0.097 -0.041
C -4.30396 2.58332 -0.36813 0.012 0.122 -0.054
C -3.92654 3.90121 -0.34162 0.051 -0.022 -0.007
C -2.56761 4.19552 -0.17106 -0.005 -0.383 -0.056
C -2.07933 5.54587 -0.13563 0.724 0.142 0.131
N -2.79404 6.64398 -0.29787 -0.295 0.076 -0.054
H 1.89289 5.98837 0.82203 0.030 -0.014 0.057
H 3.33970 4.00928 1.40832 0.012 -0.029 -0.023
H 2.41919 1.75072 1.07640 -0.040 0.056 0.007
H -3.63877 0.57629 -0.25290 -0.028 -0.014 0.012
H -5.33624 2.29232 -0.50362 0.004 -0.021 0.013
H -4.63224 4.71610 -0.44504 -0.032 -0.029 -0.016
C -0.12352 -4.13541 0.44917 -0.258 0.324 0.239
N -1.29809 -4.18832 -0.33702 0.029 0.236 -0.041
C -2.36314 -3.45276 0.23881 0.410 0.070 0.035
P -2.35377 -1.57224 -0.03731 -1.028 -0.545 0.248
C -3.49840 -1.18641 1.33509 0.303 0.338 -0.011
C -4.71434 -1.85594 1.48340 0.062 -0.037 -0.063
C -5.55143 -1.54640 2.54524 -0.054 -0.044 -0.017
C -5.18608 -0.57566 3.46629 -0.052 -0.010 0.032
C -3.96472 0.07247 3.34580 0.089 0.070 0.039
C -3.12463 -0.23403 2.28814 -0.188 -0.260 -0.124
C -3.27553 -1.44804 -1.61727 0.413 0.205 -0.058
C -2.55908 -1.78269 -2.77361 -0.048 -0.074 0.084
C -3.16091 -1.70886 -4.02058 0.017 0.011 -0.015
C -4.48076 -1.28828 -4.12823 0.001 -0.011 -0.020
C -5.20402 -0.98388 -2.98419 -0.039 -0.014 -0.015
C -4.60897 -1.06254 -1.73146 -0.014 -0.026 0.059
C -1.46450 -5.02007 -1.47966 -0.077 -0.251 -0.316
C -0.49147 -5.94665 -1.85178 0.068 0.044 0.111
C -0.69354 -6.79379 -2.93074 -0.054 -0.023 -0.083
C -1.86918 -6.74909 -3.66174 -0.033 0.009 -0.023
C -2.83047 -5.81285 -3.31753 0.077 -0.053 -0.018
C -2.62955 -4.95288 -2.24894 -0.002 0.098 0.133
P 0.89156 -2.51798 0.24570 0.412 -1.008 -0.639
C 2.14786 -2.88739 1.51323 -0.093 0.390 0.049
C 3.51874 -2.87999 1.25776 -0.016 0.059 -0.015
C 4.41533 -3.29311 2.23303 0.083 -0.005 0.020
C 3.95568 -3.71201 3.47465 -0.049 0.028 -0.008
C 2.59481 -3.68161 3.75174 -0.024 -0.045 0.061
C 1.69557 -3.26015 2.78370 -0.007 -0.078 -0.131
C 1.54694 -3.01329 -1.38527 -0.193 0.132 0.105
C 0.92149 -2.46487 -2.50262 0.133 -0.067 0.242
C 1.15209 -2.97791 -3.76987 -0.048 0.118 -0.099
C 2.04001 -4.03116 -3.92947 0.041 -0.034 -0.023
C 2.69002 -4.56983 -2.82514 -0.021 -0.006 0.023
C 2.42753 -4.08127 -1.55458 0.031 0.060 0.035
H 0.58590 -4.90982 0.18020 0.134 0.068 0.040
H -0.36088 -4.25154 1.50889 -0.009 -0.032 -0.010
H -2.35213 -3.56248 1.32794 -0.041 0.016 0.008
H -3.33120 -3.79477 -0.11619 -0.048 0.076 -0.047
H -5.02006 -2.61688 0.77628 -0.044 0.021 0.000
H -6.49442 -2.06609 2.65188 0.002 0.008 -0.009
H -5.85638 -0.32702 4.27837 0.028 -0.014 0.019
H -3.68429 0.82098 4.07731 0.004 0.004 -0.021
H -2.17467 0.27077 2.17438 -0.006 0.125 0.082
H -1.55465 -2.18783 -2.68561 -0.164 0.008 -0.080
H -2.61085 -2.00020 -4.90632 -0.001 -0.001 0.005
H -4.94946 -1.21798 -5.10070 -0.013 -0.020 0.009
H -6.24276 -0.69110 -3.06444 0.004 -0.004 0.005
H -5.20186 -0.84037 -0.85268 0.009 0.048 -0.004
H 0.43096 -6.05689 -1.30058 -0.006 -0.002 0.024
H 0.07365 -7.51036 -3.19361 0.002 -0.017 0.064
H -2.04173 -7.44168 -4.47352 0.037 0.039 -0.033
H -3.75231 -5.74832 -3.88037 -0.013 -0.011 0.020
H -3.40910 -4.23429 -2.03790 -0.005 -0.008 0.058
H 3.89392 -2.57711 0.28827 -0.007 -0.085 0.050
H 5.47572 -3.31010 2.01730 -0.004 0.004 -0.008
H 4.65144 -4.06631 4.22342 0.019 0.015 -0.012
H 2.23265 -4.00016 4.72133 0.000 -0.013 -0.013
H 0.63663 -3.23495 3.01810 0.031 -0.043 0.038
H 0.24291 -1.62523 -2.36122 0.073 -0.033 -0.112
H 0.65781 -2.55936 -4.63834 -0.036 -0.002 0.030
H 2.22407 -4.43635 -4.91560 0.012 0.009 0.001
H 3.38283 -5.39145 -2.95178 0.002 0.008 -0.006
H 2.90886 -4.53436 -0.69616 -0.005 -0.059 -0.031
C 4.12357 0.48535 0.17029 -0.256 -0.029 0.122
P 2.76096 0.19720 -1.04844 0.700 0.491 -0.553
C 3.71203 -0.95478 -2.13159 -0.228 -0.311 0.175
C 2.79831 1.62936 -2.19890 -0.178 -0.109 0.087
C 2.27508 1.41249 -3.48077 0.099 -0.019 0.013
C 2.33022 2.40512 -4.44659 -0.062 -0.076 -0.042
C 2.91480 3.62980 -4.15045 -0.004 -0.017 0.005
C 3.44980 3.84651 -2.89013 0.017 0.086 -0.024
C 3.39470 2.85370 -1.91938 0.007 -0.069 0.042
H 4.20194 1.50851 0.52715 0.030 -0.029 -0.051
H 5.06524 0.23702 -0.31488 0.008 -0.021 -0.046
H 3.99086 -0.18156 1.02518 0.030 0.031 -0.005
H 4.56807 -0.38622 -2.49416 -0.019 0.103 0.077
H 3.14265 -1.30986 -2.98211 -0.067 -0.041 -0.027
H 4.06838 -1.81575 -1.56837 -0.050 0.050 -0.075
H 1.91044 0.42673 -3.76349 -0.046 0.023 -0.009
H 1.94679 2.20770 -5.43944 0.024 0.029 -0.004
H 2.98464 4.39279 -4.91388 -0.012 0.025 0.027
H 3.93721 4.78728 -2.66869 0.018 -0.019 0.007
H 3.86599 3.03183 -0.96297 0.025 0.026 -0.037
O 0.39149 -0.00332 2.07591 -0.183 0.172 -0.664
S 1.02943 0.85450 3.24074 -0.175 -0.062 0.615
C -0.36232 1.26613 4.34621 -0.014 0.178 0.018
C 0.11724 0.90317 5.74634 0.130 -0.181 0.008
C 0.79616 -0.45635 5.59461 -0.109 0.088 -0.020
C 1.77842 -0.29309 4.44053 0.018 -0.046 0.060
H -1.18833 0.62680 4.03178 0.035 -0.021 -0.047
H -0.61896 2.31675 4.21757 0.006 -0.023 -0.089
H -0.72274 0.87508 6.43899 -0.022 0.042 -0.028
H 0.82963 1.64429 6.11423 -0.048 0.023 0.040
H 0.05756 -1.22708 5.36345 0.012 -0.012 0.019
H 1.32302 -0.75134 6.50074 0.022 -0.033 -0.026
H 2.05245 -1.21424 3.92945 0.057 0.100 -0.136
H 2.68705 0.22029 4.76374 0.012 0.041 -0.085
N -0.61001 0.77185 -2.20607 0.310 -0.071 0.089
H -1.08897 1.66924 -2.23707 -0.035 0.036 0.115
H -1.25204 0.11835 -2.66710 -0.044 -0.050 0.052
H 0.19017 0.89436 -2.82990 0.084 -0.064 -0.018
```
Forces are in eV/Å.